ORCA calculation (ωB97M-V with the def2-TZVPD basis set) on an isolated molecule of C21H25N3O5.

```
54
Properties=species:S:1:pos:R:3
C 4.2394 0.0413 -1.5717
C 3.5086 -0.1537 -0.2752
C 2.3799 -0.9610 -0.2075
C 1.7037 -1.1172 0.9956
C 0.4009 -1.8969 1.1222
O -0.1736 -2.0205 2.1855
N -0.1218 -2.3576 -0.0433
C -1.5335 -2.6880 -0.1098
C -2.4241 -1.5057 0.3205
C -3.8693 -1.5638 -0.1712
C -4.5328 -2.8913 0.1697
C -4.6418 -0.3984 0.4581
C -3.9522 0.9518 0.2729
C -2.4970 0.8810 0.7290
N -1.8218 -0.1984 0.0080
C -1.1558 0.0311 -1.1519
O -1.1006 -0.7588 -2.0855
C -0.3189 1.2819 -1.1834
C 0.5083 1.6926 -0.0842
C 1.3359 2.7448 -0.2141
C 1.4027 3.5069 -1.4488
O 2.0847 4.4663 -1.6752
O 0.5723 3.0417 -2.4821
C -0.2207 1.9732 -2.3294
N 2.1078 -0.5249 2.1168
C 3.1899 0.2455 2.0602
C 3.9225 0.4767 0.8997
C 5.1401 1.3636 0.9104
O 5.1165 2.1740 2.0744
H 5.3087 -0.1481 -1.4645
H 3.8491 -0.6278 -2.3372
H 4.1270 1.0660 -1.9340
H 2.0513 -1.4460 -1.1183
H 0.2944 -2.0971 -0.9174
H -1.7432 -2.9890 -1.1350
H -1.7506 -3.5159 0.5654
H -2.4321 -1.5189 1.4156
H -3.8470 -1.4368 -1.2613
H -4.4728 -3.0867 1.2439
H -5.5883 -2.8661 -0.1058
H -4.0723 -3.7302 -0.3519
H -5.6513 -0.3671 0.0398
H -4.7491 -0.5992 1.5308
H -3.9684 1.2333 -0.7855
H -4.4775 1.7329 0.8249
H -1.9886 1.8255 0.5527
H -2.4426 0.6554 1.7978
H 0.4754 1.1245 0.8400
H 1.9919 3.0735 0.5783
H -0.7615 1.7224 -3.2324
H 3.4909 0.7260 2.9818
H 6.0425 0.7382 0.8945
H 5.1571 1.9751 0.0025
H 5.9075 2.7199 2.0854
```

For the energy above the lowest of the compared OMol25 structures with the same formula, charge and spin, the calculation gives 40.70 kcal per mole. The HOMO-LUMO gap is 9.244 eV. As for the spin multiplicity: 1. Its SMILES is Cc1cc(C(=O)NC[C@@H]2[C@@H](C)CCCN2C(=O)c2ccc(=O)oc2)ncc1CO. The max |F| comes out at 0.46 eV Å⁻¹. The value obtained for the HOMO energy is -0.3370 Ha.

***

ORCA calculation (ωB97M-V with the def2-TZVPD basis set) on a cluster of 5 separate species, C21H25N6O2 in total.

```
54
Properties=species:S:1:pos:R:3
O 0.0324 -0.4876 5.5287
N 0.4952 0.2572 4.7211
O -0.1778 0.1095 3.5075
C -1.5988 0.1219 3.8223
C -2.2665 1.4363 4.3381
C -3.8253 1.3712 4.6733
C -4.5345 -0.0071 4.4931
C -3.7286 -1.2509 3.9812
N -2.3187 -1.1334 3.6553
H -1.6615 2.4079 4.4478
H -4.3432 2.3286 5.0430
H -5.6472 -0.1367 4.7377
H -4.1853 -2.2922 3.8461
H -1.7567 -1.9295 3.2921
N -0.1607 -2.7213 1.2433
C -0.0646 -4.0878 1.1717
C 0.0911 -4.4313 -0.1478
C 0.0952 -3.2296 -0.9008
C -0.0589 -2.1908 -0.0168
H -0.2844 -2.1913 2.0880
H -0.1167 -4.6943 2.0636
H 0.1924 -5.4363 -0.5301
H 0.2000 -3.1362 -1.9718
H -0.1060 -1.1234 -0.1739
N -3.9568 4.3123 2.4997
C -3.1529 5.2164 3.1455
C -3.7035 6.4637 2.9841
C -4.8851 6.3080 2.2179
C -5.0180 4.9708 1.9355
H -3.7928 3.3201 2.4506
H -2.2602 4.8944 3.6611
H -3.3009 7.3864 3.3751
H -5.5639 7.0886 1.9076
H -5.7729 4.4323 1.3827
N 1.9071 -2.1461 -4.0444
C 2.0026 -3.5111 -4.1158
C 2.1585 -3.8569 -5.4356
C 2.1630 -2.6566 -6.1887
C 2.0092 -1.6175 -5.3041
H 1.7823 -1.6144 -3.1979
H 1.9502 -4.1166 -3.2235
H 2.2594 -4.8623 -5.8170
H 2.2679 -2.5632 -7.2596
H 1.9624 -0.5503 -5.4615
N 6.5628 0.9808 -3.2755
C 5.6326 0.1213 -2.7546
C 4.7155 -0.1578 -3.7389
C 5.1104 0.5551 -4.8978
C 6.2547 1.2465 -4.5831
H 7.3513 1.3582 -2.7752
H 5.7026 -0.2154 -1.7312
H 3.8566 -0.8044 -3.6365
H 4.6128 0.5613 -5.8566
H 6.8741 1.9036 -5.1748
```

For the energy above the lowest of the compared OMol25 structures with the same formula, charge and spin, the calculation gives 104.67 kcal per mole. The HOMO-LUMO gap is 3.628 eV. As for the spin multiplicity: 1. The max |F| comes out at 4.57 eV Å⁻¹. The value obtained for the HOMO energy is -0.3485 Ha. The charge is +1.